No. 1
Below is a 19-piece molecular cluster, C45H70BBr2Cl54N2O3Si overall in a non-equilibrium geometry, with properties calculated with wB97M-V/def2-TZVPD.

## Properties
Energy: -881752.53071 eV
Charge: +1
Orbital gap: 7.6 eV

Positions of all 178 atoms, in Å:
C 4.534 1.852 -0.318
C 3.198 2.827 -0.090
C 1.998 2.152 -0.990
C 0.556 2.222 -0.146
C -0.632 3.027 -1.011
C 0.064 0.758 0.426
C -0.036 0.370 2.054
C 0.478 1.582 3.057
C -0.621 2.781 3.280
O -1.981 2.317 3.593
Si -3.195 3.052 2.554
C -2.945 4.936 2.226
C -3.452 2.001 0.935
C -4.892 2.901 3.532
C -0.605 -1.112 2.587
C -0.700 -1.265 4.236
Br 0.686 -2.562 4.984
C -2.250 -1.635 4.758
C -2.429 -0.945 6.272
Br -3.605 -0.747 3.587
N -1.013 -2.241 1.606
C -1.485 -3.622 2.108
C -0.527 -4.872 1.539
C -3.099 -3.883 1.883
C -3.834 -4.615 3.190
C -5.294 -3.904 3.404
C -0.945 -1.973 0.084
C -1.395 -3.059 -1.079
C -0.084 -3.828 -1.785
N 1.145 -3.393 -1.018
C -0.401 -0.520 -0.550
B -0.299 -0.296 -2.212
O 0.955 -0.436 -2.987
O -1.619 0.019 -2.864
C -1.465 1.097 -3.853
C -2.805 2.037 -4.051
H 4.202 0.713 -0.192
H 5.060 2.048 -1.348
H 5.252 2.078 0.588
H 3.383 3.919 -0.494
H 2.975 2.835 1.062
H 2.230 1.019 -1.198
H 1.804 2.692 -2.014
H 0.795 3.013 0.716
H -1.060 3.931 -0.375
H -1.543 2.266 -1.129
H -0.263 3.385 -2.063
H 0.918 1.180 4.092
H 1.450 2.028 2.524
H -0.250 3.398 4.232
H -0.546 3.518 2.371
H -3.869 5.612 2.478
H -2.708 5.111 1.075
H -1.999 5.376 2.803
H -4.539 1.521 0.942
H -3.390 2.716 0.007
H -2.704 1.079 0.867
H -4.713 2.945 4.703
H -5.489 1.938 3.192
H -5.504 3.857 3.226
H -0.483 -0.280 4.828
H -2.398 -2.783 4.925
H -1.693 -1.387 7.066
H -3.570 -1.010 6.597
H -2.225 0.223 6.127
H -1.342 -3.758 3.278
H 0.544 -4.434 1.333
H -0.377 -5.697 2.388
H -1.007 -5.435 0.631
H -3.306 -4.638 0.980
H -3.640 -2.878 1.564
H -3.153 -4.666 4.138
H -4.058 -5.749 2.890
H -5.443 -2.899 2.790
H -6.116 -4.650 2.965
H -5.593 -3.696 4.516
H -2.133 -2.603 -1.894
H -2.016 -3.982 -0.643
H 0.033 -3.371 -2.881
H -0.214 -4.995 -1.802
H 1.781 -2.817 -1.614
H 1.652 -4.239 -0.642
H 1.658 -0.748 -2.341
H -1.281 0.560 -4.903
H -0.563 1.823 -3.575
H -3.665 1.819 -3.285
H -3.273 1.951 -5.144
H -2.519 3.184 -3.930
C 8.132 2.668 2.778
Cl 8.768 1.646 4.078
Cl 8.551 1.992 1.194
Cl 6.377 2.851 2.932
H 8.590 3.657 2.862
C 6.901 6.522 1.451
Cl 7.500 5.673 0.015
Cl 5.163 6.248 1.656
Cl 7.788 6.004 2.895
H 7.067 7.593 1.311
C -5.999 1.661 7.683
Cl -5.400 0.812 6.248
Cl -7.737 1.387 7.889
Cl -5.112 1.142 9.127
H -5.833 2.732 7.544
C -0.670 8.155 0.960
Cl -2.291 8.533 0.353
Cl -0.728 7.763 2.687
Cl 0.041 6.816 0.042
H -0.038 9.037 0.828
C 2.787 -2.598 -5.377
Cl 3.304 -2.147 -3.744
Cl 4.170 -2.617 -6.485
Cl 1.982 -4.177 -5.361
H 2.072 -1.851 -5.731
C -1.019 12.131 2.594
Cl -0.421 11.282 1.159
Cl -2.758 11.857 2.800
Cl -0.133 11.612 4.038
H -0.854 13.202 2.455
C -4.101 -0.448 -6.966
Cl -2.647 -1.308 -6.430
Cl -5.067 0.069 -5.573
Cl -3.666 0.944 -7.972
H -4.704 -1.133 -7.568
C 4.663 -6.779 -7.121
Cl 6.283 -7.449 -7.375
Cl 3.462 -7.683 -8.061
Cl 4.246 -6.795 -5.400
H 4.661 -5.742 -7.467
C -6.501 -5.978 -0.164
Cl -5.047 -6.838 0.371
Cl -7.467 -5.461 1.228
Cl -6.066 -4.586 -1.171
H -7.104 -6.663 -0.766
C -4.658 -4.800 -7.786
Cl -5.663 -3.356 -7.994
Cl -2.939 -4.369 -7.804
Cl -5.074 -5.636 -6.281
H -4.852 -5.478 -8.622
C -1.270 -0.477 -11.164
Cl -2.891 -0.099 -11.770
Cl -1.328 -0.869 -9.437
Cl -0.559 -1.816 -12.081
H -0.638 0.405 -11.295
C 9.177 1.836 -2.941
Cl 10.416 2.758 -2.072
Cl 9.353 0.103 -2.620
Cl 7.557 2.391 -2.489
H 9.312 2.003 -4.013
C 3.735 12.990 5.246
Cl 3.362 11.270 5.448
Cl 5.467 13.220 4.950
Cl 2.781 13.682 3.923
H 3.471 13.511 6.170
C -9.970 -1.997 8.172
Cl -11.591 -1.618 7.565
Cl -10.028 -2.389 9.899
Cl -9.259 -3.335 7.254
H -9.338 -1.115 8.040
C 0.902 -8.992 -5.659
Cl -0.073 -10.067 -6.675
Cl -0.027 -7.553 -5.205
Cl 1.470 -9.848 -4.215
H 1.774 -8.672 -6.235
C 1.975 -12.051 -0.829
Cl 2.001 -13.790 -0.490
Cl 0.823 -11.227 0.236
Cl 3.595 -11.358 -0.648
H 1.652 -11.907 -1.863
C 12.227 5.901 -0.232
Cl 12.825 5.052 -1.667
Cl 10.488 5.627 -0.026
Cl 13.113 5.382 1.212
H 12.392 6.972 -0.371
C 4.449 -5.271 1.003
Cl 5.502 -5.635 -0.375
Cl 4.486 -3.539 1.374
Cl 2.790 -5.802 0.676
H 4.820 -5.817 1.874

Force components x, y, z for each atom (eV/Å):
-0.3 0.5 1.2
0.7 -1.1 -1.3
-1.0 -0.3 0.7
0.2 1.2 0.1
-1.0 -1.1 0.6
-1.5 -4.5 1.6
-0.8 -1.7 -2.0
0.7 -0.8 -0.2
1.1 0.5 1.0
1.0 1.6 -2.0
-1.4 -0.9 1.0
1.3 1.4 -0.7
-0.3 -0.8 -0.7
-0.3 0.3 0.3
1.2 2.3 -2.3
-1.7 0.4 -0.7
-1.2 0.9 -0.7
1.4 0.0 2.5
-0.5 0.9 -1.0
0.9 -0.7 0.7
1.2 3.5 -1.8
-0.4 -2.2 1.0
0.2 0.1 0.7
-0.3 -0.5 -0.7
-0.5 -0.1 -1.0
-1.2 -0.5 -0.3
1.1 2.9 0.6
-0.8 -1.8 0.5
0.2 1.8 -0.6
0.2 -1.3 -0.6
0.2 0.0 4.0
-1.2 -0.3 -1.4
-2.5 0.0 3.3
4.0 0.8 1.2
-0.1 0.7 -2.2
-0.2 0.8 -0.2
0.7 2.5 -0.5
-1.1 -0.5 2.1
-1.1 -0.5 -2.2
-0.2 -2.2 1.1
0.2 0.1 -2.3
-0.3 2.3 0.4
0.7 -1.0 2.0
-0.6 -2.4 -1.5
1.1 -1.8 -1.4
2.0 1.8 -0.1
-0.6 -0.7 2.2
-1.3 0.7 -2.3
-2.3 -0.9 1.1
-0.6 -1.3 -2.1
-0.4 -1.4 1.5
1.7 -1.5 -0.4
-0.5 -0.3 2.3
-2.2 -0.9 -1.2
2.2 1.1 0.0
0.0 -1.6 1.6
-1.4 2.1 -0.1
-0.5 -0.2 -2.5
1.2 2.0 1.0
1.0 -1.9 0.6
-0.2 -1.7 -1.9
0.0 2.2 -1.0
-1.5 0.7 -1.6
2.7 -0.2 -0.6
-0.3 -2.5 0.4
0.0 1.2 -2.6
-2.3 -0.9 0.1
-0.5 2.0 -1.7
1.0 1.3 1.6
0.8 1.7 1.8
1.2 -2.1 1.0
-1.3 0.4 -1.7
0.7 2.5 0.7
0.6 -2.2 1.4
2.0 1.8 1.3
0.8 -0.4 -2.0
1.8 -0.4 1.9
1.2 2.5 -0.5
-0.5 -1.4 2.2
0.1 2.5 0.0
-0.7 -1.2 0.7
-0.5 1.6 -0.9
-1.1 0.6 -1.2
-0.1 1.4 2.3
-1.8 -1.8 -0.7
1.8 0.2 -1.4
1.2 0.0 2.5
-0.5 -2.4 -0.1
0.2 -0.1 0.0
-0.1 0.2 -0.1
-0.1 0.2 0.2
0.1 0.0 0.1
-0.2 -0.4 -0.1
0.0 0.0 -0.1
-0.5 0.1 0.2
0.2 0.1 0.0
-0.1 0.4 -0.1
-0.1 -0.4 0.1
0.0 0.0 0.0
-0.2 0.1 0.3
0.2 0.1 0.0
-0.1 0.1 -0.2
-0.1 -0.4 0.0
-0.1 0.0 0.0
0.3 -0.1 0.1
0.1 0.3 -0.2
0.0 0.0 0.0
-0.2 -0.6 0.1
-0.2 0.0 -0.2
0.4 -0.2 -0.1
-0.2 0.0 0.2
0.0 0.3 0.0
0.2 -0.2 0.2
-0.1 0.1 0.3
0.0 0.7 0.1
0.3 0.1 -0.1
-0.2 0.0 -0.2
0.0 -0.4 0.0
-0.1 0.1 -0.1
-0.2 0.1 0.1
-0.1 -0.3 -0.2
-0.2 0.0 0.2
0.3 0.3 0.3
0.2 0.1 0.0
-0.3 0.1 0.0
0.1 0.1 0.0
0.1 -0.1 -0.2
0.0 -0.3 0.1
-0.1 0.0 0.0
-0.1 0.0 -0.1
-0.2 -0.3 -0.5
0.0 -0.2 0.1
0.2 0.2 0.2
0.2 -0.2 0.0
-0.1 -0.3 -0.1
-0.3 -0.2 -0.1
0.0 0.1 -0.2
0.0 0.3 0.3
0.1 0.0 -0.1
0.2 0.0 0.1
0.2 -0.1 -0.3
-0.1 0.2 0.1
-0.2 -0.3 0.0
0.2 0.0 -0.1
-0.3 -0.2 -0.2
-0.1 0.2 -0.1
0.1 0.0 -0.1
-0.1 -0.1 0.4
0.0 0.1 0.0
0.0 0.2 0.0
-0.2 0.0 0.1
0.2 0.0 0.2
0.1 -0.2 -0.3
0.0 0.1 0.0
0.2 0.0 0.1
0.0 0.1 -0.2
0.0 0.2 0.1
-0.2 -0.3 0.0
0.0 -0.1 -0.1
0.2 0.2 0.1
0.1 -0.1 -0.1
0.0 0.1 -0.1
-0.3 -0.1 0.2
0.0 -0.1 -0.1
0.0 0.3 -0.1
0.1 -0.1 -0.1
-0.2 0.0 -0.1
0.1 -0.1 0.4
0.1 0.0 0.1
0.0 0.2 0.2
0.5 0.2 0.0
-0.1 0.1 -0.2
-0.1 -0.4 0.0
0.3 0.1 0.0
-0.2 0.0 0.2
-0.1 -0.2 0.0
0.2 -0.3 0.2
-0.2 0.2 -0.3


No. 2
Below is one molecule with the formula H3PS2 in a non-equilibrium geometry, with properties calculated with wB97M-V/def2-TZVPD.

## Properties
Energy: -31007.84297 eV
SMILES: S=[PH2]S
Charge: 0
ΔE to the lowest compared entry with this formula, charge and spin: 22.5 kJ/mol
Orbital gap: 9.3 eV

Positions of all 6 atoms, in Å:
S -2.055 -0.490 0.030
P -0.380 0.432 -0.090
S 1.615 -0.717 -0.045
H -0.098 1.153 -1.252
H -0.088 1.403 0.870
H 1.008 -1.782 0.488

Force components x, y, z for each atom (eV/Å):
0.1 0.0 0.0
1.8 -0.8 0.0
-1.7 0.9 -0.1
-0.1 0.0 -0.2
-0.1 0.0 0.2
0.0 -0.1 0.1


Per-record highest occupied orbital energy, eV: -11.064, -9.471